(1)
Below is 6 unconnected molecules or ions with the total composition C34H26BrF40NO7 in a non-equilibrium geometry, with properties calculated with the ωB97M-V functional and the def2-TZVPD basis.

For the HOMO-LUMO gap, the calculation gives 9.2112 eV. The HOMO energy is -9.804 eV. As for the total charge: 0. The total energy is -8461.358394 Ha.

The geometry in XYZ format:
```
109
Properties=species:S:1:pos:R:3:lowdin_charge:R:1
C 1.654 -6.129 2.343 -0.035
C 0.193 -5.863 2.577 -0.230
C -0.236 -4.560 2.879 -0.054
C -1.588 -4.276 3.085 -0.573
Br -2.124 -2.511 3.471 0.873
C -2.511 -5.312 2.986 -0.133
C -2.081 -6.595 2.684 -0.087
C -0.743 -6.902 2.480 0.055
C -3.266 -7.482 2.638 -0.388
O -3.314 -8.614 2.271 0.148
N -4.411 -6.716 3.064 0.162
C -3.986 -5.342 3.153 -0.404
O -4.734 -4.428 3.275 0.118
H 1.865 -7.184 2.475 0.079
H 1.934 -5.862 1.328 0.089
H 2.271 -5.541 3.012 0.082
H 0.477 -3.756 2.965 0.109
H -0.446 -7.912 2.244 0.129
H -4.663 -7.054 3.991 0.157
F -2.198 -0.884 7.885 0.101
C -2.440 -0.613 6.587 -0.329
F -1.275 -0.750 5.912 0.045
C -2.953 0.818 6.420 -0.434
F -2.001 1.703 6.786 0.133
F -3.158 0.984 5.075 0.081
C -4.292 1.173 7.087 -0.040
O -4.245 1.875 8.313 0.051
C -4.206 1.234 9.525 -0.546
F -4.369 -0.096 9.411 0.155
F -5.240 1.702 10.259 0.146
C -2.933 1.585 10.299 -0.287
F -1.841 1.207 9.607 0.102
F -2.945 0.923 11.477 0.102
H -3.159 -1.337 6.193 0.152
H -4.754 1.884 6.404 0.148
H -4.960 0.313 7.132 0.150
H -2.890 2.660 10.484 0.176
F -3.083 3.937 1.452 0.099
C -3.207 4.342 2.732 -0.304
F -4.010 5.431 2.748 0.099
C -1.851 4.728 3.330 -0.440
F -1.344 5.791 2.671 0.138
F -2.131 5.129 4.603 0.104
C -0.783 3.632 3.465 -0.032
O 0.243 3.582 2.481 0.058
C 0.087 2.860 1.327 -0.537
F -1.049 2.147 1.331 0.160
F 1.117 1.978 1.255 0.129
C 0.221 3.729 0.078 -0.291
F -0.725 4.691 0.044 0.102
F 0.061 2.945 -1.016 0.097
H -3.676 3.550 3.322 0.168
H -0.251 3.883 4.381 0.151
H -1.224 2.651 3.638 0.139
H 1.207 4.193 0.046 0.165
F 4.491 -0.842 0.096 0.103
C 3.188 -0.834 0.436 -0.300
F 2.973 -1.866 1.291 0.090
C 2.291 -1.014 -0.789 -0.435
F 2.505 -2.230 -1.348 0.124
F 1.017 -1.013 -0.310 0.106
C 2.330 0.079 -1.870 -0.036
O 3.101 -0.171 -3.029 0.036
C 4.421 0.191 -3.127 -0.538
F 4.829 0.928 -2.078 0.157
F 4.540 0.965 -4.229 0.143
C 5.318 -1.027 -3.350 -0.289
F 5.209 -1.884 -2.315 0.104
F 6.606 -0.617 -3.428 0.101
H 2.950 0.101 0.949 0.163
H 1.308 0.122 -2.245 0.152
H 2.537 1.062 -1.444 0.142
H 5.043 -1.537 -4.271 0.158
F 1.942 -2.218 -8.063 0.096
C 0.712 -2.223 -8.615 -0.306
F 0.482 -0.998 -9.139 0.099
C -0.364 -2.517 -7.568 -0.443
F -0.398 -1.527 -6.651 0.136
F -1.542 -2.481 -8.255 0.103
C -0.328 -3.884 -6.867 -0.040
O 0.231 -3.935 -5.568 0.053
C 1.563 -4.168 -5.354 -0.543
F 2.221 -4.488 -6.483 0.155
F 1.660 -5.228 -4.521 0.148
C 2.219 -2.989 -4.634 -0.279
F 2.122 -1.870 -5.377 0.102
F 3.535 -3.263 -4.454 0.095
H 0.678 -2.961 -9.421 0.173
H -1.376 -4.134 -6.707 0.150
H 0.077 -4.661 -7.516 0.148
H 1.750 -2.823 -3.663 0.164
F 1.808 6.950 -5.839 0.097
C 1.650 6.041 -6.823 -0.307
F 0.839 6.577 -7.764 0.099
C 1.005 4.758 -6.294 -0.443
F -0.244 5.015 -5.855 0.139
F 0.901 3.943 -7.382 0.104
C 1.780 3.952 -5.240 -0.035
O 1.387 4.102 -3.886 0.047
C 1.926 5.054 -3.067 -0.535
F 2.949 5.710 -3.638 0.159
F 2.438 4.397 -1.989 0.123
C 0.856 6.020 -2.550 -0.282
F 0.273 6.663 -3.579 0.112
F 1.442 6.944 -1.751 0.103
H 2.621 5.826 -7.278 0.173
H 1.542 2.914 -5.463 0.149
H 2.858 4.053 -5.365 0.148
H 0.091 5.495 -1.982 0.151
```

=====

(2)
Below is a molecular structure, C34H26Cl5F4Ge2N4Rh in a non-equilibrium geometry, with properties calculated with the ωB97M-V functional and the def2-TZVPD basis.

Its multiplicity is 5. For the HOMO-LUMO gap (spin up / spin down), the calculation gives 7.1609 / 5.6169 eV. The HOMO energy (spin up / spin down) is -13.484 / -14.574 eV. As for the total charge: +2. The energy above the lowest of the compared OMol25 structures with the same formula, charge and spin comes out at 0.000 eV. The total energy is -8494.218562 Ha. Its expectation value of S² is 6.120.

The geometry in XYZ format:
```
76
Properties=species:S:1:pos:R:3:mulliken_spin:R:1
Rh 0.337 0.375 0.491 0.696
C -0.133 -4.119 2.675 0.014
C 0.215 -3.272 1.444 0.006
Ge -0.790 -1.601 1.362 0.043
C -2.415 -1.863 0.317 0.010
C -3.106 -3.180 0.701 0.000
C -1.444 -1.215 3.178 -0.043
C -1.252 0.016 3.801 0.355
Ge -0.455 1.394 2.596 -0.023
C -1.990 2.439 1.973 -0.012
C -2.693 3.251 3.067 0.001
C 1.023 2.572 3.079 -0.004
C 1.205 3.087 4.510 0.001
C -1.682 0.237 5.140 0.253
C -2.365 -0.774 5.902 0.106
C -2.743 -0.543 7.195 -0.019
C -2.456 0.693 7.792 0.183
C -1.790 1.705 7.083 -0.002
C -1.416 1.482 5.789 0.040
H 0.411 -5.064 2.663 0.001
H -1.195 -4.365 2.714 -0.001
H 0.130 -3.607 3.603 -0.006
H -0.026 -3.801 0.520 0.000
H 1.280 -3.050 1.419 0.004
H -2.123 -1.860 -0.735 0.003
H -3.077 -1.008 0.467 0.008
H -2.471 -4.044 0.508 0.000
H -4.021 -3.317 0.126 0.001
H -3.389 -3.203 1.756 -0.001
H -1.992 -2.000 3.692 0.031
H -2.698 1.760 1.490 0.001
H -1.604 3.113 1.203 0.008
H -3.152 2.610 3.820 0.000
H -3.493 3.861 2.645 0.000
H -2.007 3.932 3.574 0.000
H 0.869 3.408 2.392 0.002
H 1.925 2.059 2.752 -0.003
H 0.385 3.735 4.824 0.001
H 2.113 3.685 4.584 0.000
H 1.302 2.274 5.231 -0.002
H -2.593 -1.730 5.457 0.010
H -3.260 -1.307 7.758 0.003
H -2.753 0.870 8.818 0.002
H -1.580 2.652 7.562 0.001
H -0.906 2.259 5.246 0.008
Cl 1.705 -0.609 -1.605 0.015
C 2.628 -0.826 -0.143 0.076
C 1.936 -0.535 1.052 -0.010
C 2.583 -0.875 2.259 0.071
Cl 1.741 -0.842 3.757 0.027
C 3.896 -1.323 2.251 -0.022
Cl 4.696 -1.694 3.711 -0.004
C 4.578 -1.506 1.029 0.138
Cl 6.176 -2.054 1.025 0.046
C 3.924 -1.280 -0.193 -0.033
Cl 4.690 -1.574 -1.682 -0.008
F -2.625 5.265 -3.243 0.014
C -2.983 4.091 -2.760 0.090
C -4.294 3.679 -2.986 0.076
F -5.058 4.498 -3.682 0.007
C -4.775 2.467 -2.509 0.017
C -3.858 1.678 -1.801 0.055
C -2.565 2.080 -1.589 0.062
F -1.779 1.207 -0.913 0.007
C -2.072 3.311 -2.049 0.080
C -0.718 3.787 -1.805 0.307
C 0.131 3.023 -0.965 0.027
N 0.725 2.336 -0.255 0.190
C -0.163 4.969 -2.321 -0.022
N 0.322 5.952 -2.688 0.272
F -4.223 0.501 -1.299 0.004
C -6.165 2.038 -2.733 0.370
C -7.145 2.897 -3.266 -0.026
N -7.985 3.579 -3.673 0.273
C -6.599 0.736 -2.403 -0.033
N -6.955 -0.328 -2.130 0.257
```

=====

- The lowest total charge belongs to which entry?
  C34H26BrF40NO7

=====

- The lowest total charge belongs to which entry?
  C34H26BrF40NO7